The following is a quantum chemistry calculation of C68H79Ge2NO2P2SSi3TeV as an isolated structure at a distorted geometry, from OMol25.

```
! RIJCOSX wB97M-V def2-TZVPD def2/J DEFGRID3
* xyz -2 4
V -0.204 0.063 0.218
O -0.898 -0.044 3.005
C -0.069 0.584 2.334
O 0.827 -0.009 1.620
C 0.094 2.061 2.504
C 0.100 2.590 3.786
C 0.318 3.942 3.989
C 0.551 4.772 2.901
C 0.540 4.262 1.619
C 0.271 2.910 1.409
S 0.065 2.302 -0.202
H -0.068 1.920 4.618
H 0.320 4.349 4.993
H 0.729 5.830 3.055
H 0.734 4.902 0.769
N -1.019 -2.882 -0.619
P -2.008 -1.240 -0.427
C -3.320 -2.090 0.567
C -4.639 -1.698 0.343
C -5.686 -2.330 0.982
C -5.435 -3.355 1.881
C -4.129 -3.725 2.146
C -3.082 -3.103 1.485
C -2.973 -1.399 -1.970
C -3.368 -2.656 -2.416
C -4.227 -2.782 -3.491
C -4.724 -1.653 -4.121
C -4.335 -0.397 -3.682
C -3.467 -0.275 -2.615
P 0.617 -2.619 -0.577
C 1.161 -4.065 0.427
C 2.146 -4.965 0.028
C 2.492 -6.031 0.834
C 1.865 -6.224 2.054
C 0.916 -5.308 2.483
C 0.585 -4.232 1.685
C 1.151 -3.310 -2.213
C 2.005 -2.574 -3.021
C 2.377 -3.044 -4.267
C 1.897 -4.263 -4.713
C 1.034 -5.000 -3.919
C 0.661 -4.526 -2.676
H -1.306 -3.848 -0.791
H -4.840 -0.894 -0.354
H -6.705 -2.026 0.777
H -6.256 -3.871 2.363
H -3.933 -4.516 2.861
H -2.068 -3.418 1.671
H -3.010 -3.543 -1.914
H -4.517 -3.767 -3.836
H -5.411 -1.753 -4.951
H -4.709 0.491 -4.172
H -3.173 0.700 -2.260
H 2.640 -4.839 -0.925
H 3.257 -6.721 0.500
H 2.131 -7.071 2.674
H 0.439 -5.440 3.446
H -0.121 -3.490 2.038
H 2.368 -1.621 -2.668
H 3.030 -2.450 -4.887
H 2.194 -4.646 -5.679
H 0.648 -5.948 -4.270
H -0.010 -5.113 -2.060
C 0.166 0.209 -9.158
C 0.127 0.254 -7.653
C -0.361 -0.801 -6.904
C -0.404 -0.756 -5.517
C -1.023 -1.917 -4.808
C 0.063 0.360 -4.816
Te 0.035 0.435 -2.603
C 0.549 1.435 -5.575
C 1.052 2.713 -4.968
C 0.571 1.369 -6.963
H -0.165 -0.765 -9.516
H 1.178 0.392 -9.524
H -0.485 0.975 -9.583
H -0.728 -1.687 -7.412
H -1.034 -2.804 -5.437
H -2.047 -1.663 -4.545
H -0.493 -2.138 -3.886
H 1.055 2.635 -3.885
H 0.412 3.544 -5.260
H 2.063 2.923 -5.313
H 0.948 2.218 -7.523
C 2.942 -0.452 3.836
Si 3.824 -0.875 2.179
C 3.849 -2.801 2.151
C 5.663 -0.458 2.613
Ge 3.063 0.164 0.093
Si 4.840 -0.594 -1.477
C 4.430 0.191 -3.190
C 4.985 -2.512 -1.695
C 6.724 -0.181 -1.311
Si 3.963 2.406 0.549
C 5.870 2.710 0.395
C 3.668 3.062 2.338
C 3.291 3.701 -0.702
H 3.447 -0.882 4.699
H 1.923 -0.826 3.833
H 2.888 0.623 3.988
H 4.566 -3.209 2.860
H 4.110 -3.179 1.167
H 2.874 -3.201 2.406
H 5.968 -0.938 3.540
H 5.814 0.610 2.729
H 6.327 -0.804 1.829
H 3.357 0.234 -3.372
H 4.892 -0.334 -4.023
H 4.789 1.216 -3.209
H 4.021 -3.000 -1.609
H 5.630 -2.923 -0.922
H 5.406 -2.781 -2.661
H 6.910 0.872 -1.485
H 7.306 -0.744 -2.036
H 7.102 -0.425 -0.324
H 6.444 1.887 0.805
H 6.163 3.612 0.926
H 6.161 2.831 -0.643
H 4.386 2.628 3.028
H 2.678 2.795 2.690
H 3.754 4.145 2.404
H 3.735 3.536 -1.680
H 3.505 4.724 -0.402
H 2.218 3.602 -0.819
C -2.264 0.413 0.277
Ge -3.118 2.223 0.096
C -4.795 1.642 1.053
C -6.023 1.400 0.450
C -7.083 0.864 1.162
C -6.932 0.544 2.499
C -5.703 0.737 3.110
C -4.654 1.274 2.389
C -2.717 3.991 0.999
C -2.047 4.948 0.247
C -1.896 6.241 0.707
C -2.413 6.605 1.938
C -3.069 5.658 2.704
C -3.221 4.364 2.237
C -3.707 3.056 -1.648
C -2.963 3.024 -2.820
C -3.441 3.594 -3.988
C -4.673 4.224 -3.998
C -5.398 4.318 -2.821
C -4.910 3.750 -1.658
H -2.509 0.168 1.319
H -6.144 1.621 -0.602
H -8.025 0.666 0.663
H -7.754 0.110 3.056
H -5.562 0.438 4.141
H -3.687 1.386 2.867
H -1.638 4.664 -0.714
H -1.370 6.969 0.102
H -2.305 7.620 2.298
H -3.474 5.934 3.670
H -3.757 3.642 2.837
H -1.989 2.542 -2.837
H -2.848 3.527 -4.890
H -5.064 4.647 -4.915
H -6.354 4.830 -2.814
H -5.467 3.846 -0.735
*
```

Computed properties:
Expectation value of S²: 3.805
Kohn-Sham gap (alpha / beta), eV: 5.68 / 4.55
HOMO (alpha / beta), eV: -1.9 / -1.7
E, Ha: -10159.1383

---

The following is a quantum chemistry calculation of a 11-piece molecular cluster, C68H91F2N11O8 overall at a distorted geometry, from OMol25.

```
! RIJCOSX wB97M-V def2-TZVPD def2/J DEFGRID3
* xyz 0 1
C 8.701 -2.457 3.370
C 9.234 -0.979 3.098
C 8.157 0.142 3.508
C 7.011 0.235 2.426
C 5.550 0.121 2.995
C 4.571 -0.094 1.775
C 4.409 -1.643 1.352
F 5.392 -2.344 2.065
C 4.793 -1.669 -0.189
C 3.644 -0.779 -0.974
C 3.257 -1.367 -2.441
O 4.116 -0.067 -2.159
O 3.057 -1.973 1.485
C 2.668 -3.072 2.285
C 3.294 -4.474 1.833
C 3.264 -4.686 0.295
O 2.331 -4.615 -0.420
F 4.482 -5.051 -0.307
C 1.100 -3.266 2.033
C 0.447 -4.239 2.890
C -0.992 -4.465 2.645
C -1.501 -3.657 1.537
C -0.729 -2.709 0.777
N 0.591 -2.530 1.035
C 2.956 -2.757 3.835
C 3.478 -4.025 4.647
C 3.495 -3.615 6.180
C 4.866 -4.116 6.777
O 4.951 -5.133 7.406
O 6.055 -3.380 6.587
O 1.844 -2.128 4.480
C 1.703 -0.753 4.118
C 1.197 0.010 5.420
C 0.581 1.393 4.983
C 0.685 2.534 6.056
C 2.143 3.089 6.262
O 2.590 3.840 5.089
C 3.403 3.020 4.334
O 3.831 3.403 3.280
H 7.781 -2.397 4.007
H 8.535 -3.033 2.429
H 9.466 -3.008 3.977
H 9.568 -0.866 2.028
H 10.173 -0.882 3.714
H 8.723 1.117 3.452
H 7.812 0.014 4.562
H 7.179 -0.564 1.659
H 7.095 1.220 1.895
H 5.426 -0.612 3.828
H 5.296 1.137 3.415
H 5.005 0.506 0.926
H 3.539 0.303 1.931
H 4.753 -2.689 -0.635
H 5.758 -1.144 -0.386
H 2.795 -0.326 -0.353
H 4.069 -1.719 -3.116
H 2.519 -0.698 -2.961
H 4.374 -4.563 2.140
H 2.786 -5.350 2.297
H 0.923 -4.823 3.703
H -1.610 -5.168 3.236
H -2.576 -3.787 1.263
H -1.180 -2.131 -0.067
H 3.808 -2.023 3.944
H 2.876 -4.943 4.474
H 4.547 -4.161 4.328
H 3.509 -2.502 6.315
H 2.681 -4.085 6.774
H 6.099 -2.681 7.264
H 2.652 -0.244 3.820
H 0.876 -0.630 3.367
H 2.084 0.210 6.092
H 0.478 -0.602 6.018
H -0.513 1.244 4.773
H 1.088 1.727 4.043
H 0.090 3.403 5.647
H 0.234 2.293 7.050
H 2.140 3.839 7.100
H 2.862 2.289 6.564
H 3.655 1.967 4.637
C -1.547 3.078 1.756
C -2.802 2.420 1.845
C -2.593 1.101 1.538
N -1.262 0.936 1.263
C -0.616 2.135 1.399
H -1.349 4.124 1.935
H -3.751 2.864 2.104
H -3.275 0.265 1.491
H -0.825 0.066 1.002
H 0.446 2.214 1.229
C -4.618 -1.681 -3.257
C -5.476 -1.114 -2.278
C -4.685 -0.453 -1.374
N -3.382 -0.602 -1.767
C -3.333 -1.345 -2.917
H -4.911 -2.267 -4.114
H -6.553 -1.183 -2.241
H -4.934 0.108 -0.488
H -2.583 -0.224 -1.285
H -2.391 -1.571 -3.391
C 5.859 -2.974 -6.672
C 5.441 -4.290 -6.995
C 4.273 -4.524 -6.319
N 3.971 -3.401 -5.595
C 4.930 -2.450 -5.810
H 6.741 -2.467 -7.032
H 5.940 -4.986 -7.651
H 3.632 -5.390 -6.288
H 3.168 -3.293 -4.999
H 4.871 -1.485 -5.330
C 10.889 3.272 6.053
C 10.906 2.131 6.896
C 11.444 1.098 6.174
N 11.748 1.569 4.925
C 11.417 2.895 4.846
H 10.531 4.258 6.304
H 10.564 2.075 7.918
H 11.635 0.070 6.438
H 12.152 1.026 4.181
H 11.585 3.453 3.939
C -5.760 5.890 -1.144
C -5.874 4.681 -1.876
C -4.764 3.927 -1.595
N -3.982 4.637 -0.725
C -4.584 5.833 -0.441
H -6.462 6.710 -1.134
H -6.680 4.395 -2.535
H -4.463 2.950 -1.938
H -3.100 4.327 -0.350
H -4.125 6.537 0.234
C -5.894 -0.626 -7.843
C -7.305 -0.765 -7.824
C -7.720 -0.538 -6.537
N -6.613 -0.271 -5.777
C -5.496 -0.317 -6.567
H -5.243 -0.737 -8.696
H -7.945 -1.005 -8.659
H -8.705 -0.544 -6.097
H -6.619 -0.071 -4.791
H -4.519 -0.129 -6.154
C -11.057 -1.960 -4.141
C -12.310 -2.620 -4.054
C -12.098 -3.939 -4.361
N -10.766 -4.100 -4.635
C -10.125 -2.899 -4.498
H -10.862 -0.914 -3.961
H -13.259 -2.178 -3.794
H -12.777 -4.775 -4.410
H -10.328 -4.965 -4.896
H -9.063 -2.818 -4.668
C -10.976 7.048 -2.005
C -11.089 5.839 -2.736
C -9.978 5.085 -2.454
N -9.196 5.795 -1.584
C -9.800 6.990 -1.301
H -11.677 7.867 -1.994
H -11.894 5.553 -3.395
H -9.677 4.109 -2.798
H -8.314 5.485 -1.209
H -9.341 7.695 -0.626
C 6.458 1.337 -10.228
C 7.367 0.500 -10.924
C 7.268 -0.754 -10.377
N 6.338 -0.704 -9.375
C 5.836 0.565 -9.281
H 6.280 2.387 -10.403
H 8.020 0.784 -11.735
H 7.779 -1.674 -10.612
H 6.064 -1.482 -8.796
H 5.082 0.808 -8.550
C -11.722 4.330 0.613
C -12.189 3.085 0.121
C -13.110 2.609 1.019
N -13.213 3.517 2.038
C -12.374 4.572 1.795
H -10.991 4.976 0.152
H -11.885 2.593 -0.790
H -13.698 1.705 1.022
H -13.812 3.425 2.839
H -12.313 5.400 2.483
*
```

Computed properties:
Kohn-Sham gap, eV: 7.95
HOMO, eV: -8.0
SMILES: CCCCCC[C@](F)(C[C@@H]1CO1)O[C@](CC(=O)F)(c1ccccn1)[C@H](CCC(=O)O)OCCCCCOC=O.c1cc[nH]c1.c1cc[nH]c1.c1cc[nH]c1.c1cc[nH]c1.c1cc[nH]c1.c1cc[nH]c1.c1cc[nH]c1.c1cc[nH]c1.c1cc[nH]c1.c1cc[nH]c1
E, Ha: -4049.3900